Entry 1:
C70H74As2BrN3O2PRbS as an isolated structure. Source: OMol25; level of theory: wB97M-V/def2-TZVPD.

Calculated values
M, g mol⁻¹: 1367.64
Energy above the lowest of the compared OMol25 structures with the same formula, charge and spin, kcal per mole: 18.2
HOMO, eV: -2.24
DFT total energy, Eh: -10835.85230

ORCA input file:
```
! RIJCOSX wB97M-V def2-TZVPD def2/J DEFGRID3
* xyz -2 1
Rb 0.4372 -0.5060 0.5842
Br 3.2909 -1.3937 1.6974
As -0.6335 2.6362 -2.6351
As 0.4010 -2.0369 -2.8678
S -0.2688 3.6881 0.8592
P -1.0192 -2.5184 3.1367
O -1.9794 1.1761 0.5467
O 2.7954 -0.3920 -1.1116
N -0.6852 -2.5589 1.6578
N -1.6517 4.5317 3.0142
N -2.7491 2.9880 1.7875
C -1.8927 3.0090 -5.3385
C 1.1610 -2.2822 4.9610
C 8.2087 0.3789 0.5584
C -1.6148 3.6933 1.9092
C 2.1776 -1.5717 5.5915
C -5.0200 -1.7518 3.2026
C -4.1490 -0.4799 5.0425
C -6.6529 1.4893 1.4394
C -4.4067 4.1538 -1.5905
C 0.4262 2.3957 -6.7302
C -3.7388 -2.1991 2.9103
C 3.2679 0.8497 -3.5207
C 9.1107 0.9260 -0.5483
C -4.2874 1.3248 0.9889
C -0.2352 -5.1575 3.4430
C -3.4726 1.8680 -2.8512
C -2.5597 2.7994 -2.3611
C -2.8365 3.2918 4.8604
C 4.0079 -0.1848 -0.7960
C -1.2583 -4.6734 -5.8184
C 8.2225 1.3806 1.7256
C -0.0986 -2.9714 -4.5441
C 0.1200 -3.0772 -6.9591
C 5.2280 2.3205 -3.2813
C -0.9420 -4.0798 -4.6004
C -4.8387 2.0885 -2.7398
C 0.3209 4.6739 4.5298
C -1.0627 -2.7803 -1.8054
C -5.8102 -0.3380 0.1269
C -0.5186 5.3322 3.4347
C -2.1663 -5.9496 5.2636
C 0.4396 -2.4938 -5.7410
C 2.2135 -0.1876 5.5125
C -3.0863 -4.1475 -0.4524
C -3.0379 3.9391 -1.7216
C -3.3838 -2.9940 -1.1701
C 4.5249 -0.5654 0.4917
C 0.2286 -0.2280 4.1506
C -1.8826 3.0385 -6.7300
C 5.5075 -0.0447 -4.0584
C -1.1320 -4.2022 3.9413
C -2.8630 1.8490 1.0742
C -1.7787 -4.5980 -0.3852
C -0.7372 -4.1694 -7.0030
C 6.7722 0.1725 0.0747
C -2.8702 -0.9654 4.7732
C 4.7400 0.8726 -3.0918
C 0.4142 2.3856 -5.3420
C -4.5191 0.1485 0.2829
C -2.7983 4.4944 3.9156
C -0.3690 -0.3067 -3.4359
C -6.8827 0.3350 0.6989
C -2.6473 -1.8292 3.7012
C -2.1078 -4.6223 4.8404
C -5.3615 1.9813 1.5814
C -2.3781 -2.3186 -1.8466
C -1.2490 -6.8768 4.7907
C 5.8174 -0.3976 0.9215
C 6.3198 0.5500 -1.1854
C 1.2352 0.4836 4.7887
C -0.3541 0.6837 -2.2782
C -0.7743 -3.9131 -1.0545
C -5.2263 -0.8789 4.2645
C 0.1627 -1.6238 4.2437
C 5.0094 0.4101 -1.6430
C 8.8056 -0.9525 1.0412
C -0.7304 2.7125 -7.4327
C -0.7521 2.6510 -4.6176
C -5.3091 3.2357 -2.1099
C -0.2810 -6.4780 3.8711
H 1.1211 -1.6488 -5.7195
H 8.7557 1.8964 -0.9069
H 8.7777 -1.6945 0.2380
H 3.2240 1.1752 -4.5686
H -2.9368 -6.2609 5.9617
H 7.0405 0.9752 -1.8759
H -1.5303 -5.4571 0.2251
H -7.4838 2.0044 1.9084
H 0.2499 -4.2574 -0.9839
H -3.8690 -4.6770 0.0782
H 4.7773 2.9706 -2.5272
H -5.1602 2.8877 2.1391
H -0.5230 0.3047 3.5742
H -3.7038 4.4954 3.3129
H 0.0985 5.4929 2.5590
H 7.7995 2.3373 1.4071
H -2.7734 5.4206 4.4969
H -5.8559 -2.0613 2.5872
H 6.0754 -0.7157 1.9272
H 9.2463 1.5514 2.0845
H 0.6237 0.6338 -1.7919
H -4.4006 -2.6157 -1.1997
H -0.7295 2.7138 -8.5164
H 7.6226 1.0119 2.5614
H -3.1131 0.9736 -3.3510
H -5.5388 1.3551 -3.1210
H 8.2446 -1.3543 1.8883
H -2.6304 -1.4294 -2.4156
H 9.1549 0.2379 -1.3983
H -5.9848 -1.2460 -0.4418
H -7.8899 -0.0496 0.5853
H 3.0036 0.3671 6.0043
H -1.3620 -0.4561 -3.8566
H -2.8325 -3.9089 5.2161
H -1.9936 3.3029 5.5564
H 0.5398 -2.6792 -7.8750
H 1.3396 2.1581 -7.2638
H -4.7665 5.0317 -1.0674
H -2.3291 4.6393 -1.2977
H 9.8481 -0.8175 1.3574
H 1.1447 -3.3636 5.0276
H 0.4742 -4.8305 2.6872
H -3.6608 -0.3723 -0.1283
H -4.2980 0.2172 5.8611
H 0.4216 -7.2045 3.4750
H 6.3150 2.4078 -3.2009
H -6.2188 -0.4953 4.4716
H 4.9368 2.6879 -4.2725
H 0.4977 3.6301 4.2647
H -1.9223 -5.5291 -5.8396
H 6.5765 -0.0619 -3.8267
H 2.8375 -0.1441 -3.4311
H -1.2916 -7.9066 5.1290
H -0.1717 4.7089 5.5051
H -2.7828 3.3142 -7.2670
H -2.0484 -0.6736 5.4157
H 2.9510 -2.1037 6.1350
H 1.3307 2.1741 -4.8033
H -6.3763 3.3996 -2.0071
H -1.1114 0.4185 -1.5299
H 5.1266 -1.0676 -3.9834
H 0.2695 0.0229 -4.2508
H 5.3845 0.2974 -5.0948
H -2.7964 2.3702 4.2782
H -2.8045 3.2618 -4.8135
H -1.0012 -4.6193 -7.9530
H -3.5474 -2.8318 2.0478
H 1.2899 5.1742 4.6178
H -0.8941 6.3024 3.7764
H 2.6658 1.5297 -2.9151
H -1.3650 -4.4822 -3.6873
H -3.7658 3.2963 5.4397
H 1.2650 1.5625 4.7133
H 10.1272 1.0602 -0.1636
*
```


Entry 2:
One molecule with the formula C5H9N3 in a non-equilibrium geometry. Source: OMol25; level of theory: wB97M-V/def2-TZVPD.

Calculated values
M, g mol⁻¹: 111.15
Energy above the lowest of the compared OMol25 structures with the same formula, charge and spin, kcal per mole: 68.9
HOMO, eV: -7.30
DFT total energy, Eh: -360.08743
SMILES: CN1C/C(=C/N)C=N1

ORCA input file:
```
! RIJCOSX wB97M-V def2-TZVPD def2/J DEFGRID3
* xyz 0 1
N -0.9164 1.3663 -0.0398
N 3.1393 0.2790 0.0435
N -1.4348 0.0915 -0.3787
C 2.0363 -0.5434 0.0315
C -0.4701 -0.9022 -0.0158
C 0.3571 1.3285 -0.0274
C 0.7523 -0.0565 0.0968
C -2.7911 -0.0814 0.0917
H -2.8786 -0.5299 1.2072
H 2.8203 1.2441 -0.2211
H 2.2613 -1.5907 -0.0898
H -0.6297 -1.5178 0.9355
H -3.3118 -0.7901 -0.6911
H 0.7941 2.2570 0.3111
H -3.1918 0.9884 0.1604
H -0.4201 -1.5501 -0.9240
H 3.8838 0.0073 -0.4899
*
```